1.
Below is the molecule C6H10, with properties calculated with wB97M-V/def2-TZVPD.

Each line ends with the Mulliken charge.
Atoms and positions in Å:
C 2.2119 0.0398 0.3117  -0.78
C -2.0729 -0.2840 -0.0826  -0.64
C -0.9438 -1.1317 -0.5908  -0.58
C 1.3883 0.7422 -0.7074  -0.32
C -0.6712 0.0036 0.3664  0.06
C 0.0973 1.2293 -0.1321  -0.61
H 0.2951 1.9033 0.7183  0.34
H 1.8712 0.0181 1.3599  0.26
H -0.6404 -0.9943 -1.6248  0.27
H -2.5426 0.4082 -0.7759  0.24
H -2.7520 -0.7227 0.6431  0.24
H -0.4997 1.7894 -0.8621  0.23
H -0.4372 -0.2925 1.3852  0.38
H 2.3070 -0.9954 -0.0516  0.27
H -0.8456 -2.1492 -0.2230  0.26
H 3.2345 0.4360 0.2658  0.38

## Properties
* F_max: 0.4 eV Å⁻¹
* relative energy (zero: lowest compared OMol25 entry of this formula, charge and spin): 406.94 kJ/mol
* E_LUMO: 0.32 eV

2.
Below is a cluster of 2 separate species, C6H10 in total, with properties calculated with wB97M-V/def2-TZVPD.

Each line ends with the Mulliken charge.
Atoms and positions in Å:
C -0.6607 0.6290 -0.1440  -0.20
C 2.9773 -0.0298 0.9174  -0.59
C -2.7241 -0.7712 -0.4024  -1.20
C -1.2695 -0.5855 -0.1263  -0.04
C 0.8376 0.8484 -0.0153  -0.94
C 1.9622 -0.2665 0.0326  -0.39
H 1.1081 1.2881 -0.9514  0.29
H -0.7325 -1.4408 0.2568  0.38
H -3.2244 0.0913 -0.8489  0.31
H -3.1958 -1.0394 0.5379  0.28
H 3.9791 -0.0840 0.3669  0.26
H -1.2445 1.5380 -0.2197  0.32
H 2.1937 -0.7082 -0.9172  0.38
H -2.8265 -1.5772 -1.1026  0.33
H 1.0005 1.6737 0.6927  0.55
H 1.8197 0.4339 1.9234  0.26

## Properties
* F_max: 5.1 eV Å⁻¹
* relative energy (zero: lowest compared OMol25 entry of this formula, charge and spin): 545.12 kJ/mol
* E_LUMO: 0.52 eV

3.
Below is the molecule C6H10, with properties calculated with wB97M-V/def2-TZVPD.

Each line ends with the Mulliken charge.
Atoms and positions in Å:
C 1.1306 -0.7399 -0.8800  -0.33
C -0.9043 -0.2305 0.7225  0.46
C 1.2902 0.3484 -1.6466  -0.77
C -0.1495 0.3385 1.8820  -1.42
C -0.1873 -1.0137 -0.3294  -0.21
C -1.0819 0.5422 -0.5004  -1.24
H 0.4257 0.7761 -2.1423  0.36
H -0.6224 1.5500 -0.4977  0.42
H -1.9326 0.4937 -1.1628  0.28
H -0.4837 -2.0860 -0.3367  0.37
H 1.9576 -1.4406 -0.7389  0.37
H -0.7397 1.1141 2.3732  0.35
H 0.0687 -0.4659 2.5903  0.34
H 2.2471 0.8038 -1.8504  0.29
H 0.7980 0.7704 1.5424  0.32
H -1.8164 -0.7604 0.9748  0.40

## Properties
* F_max: 1.3 eV Å⁻¹
* relative energy (zero: lowest compared OMol25 entry of this formula, charge and spin): 300.20 kJ/mol
* E_LUMO: 1.19 eV
* SMILES: C=C[C@@H]1C[C@@H]1C

4.
Below is the molecule C6H10, with properties calculated with wB97M-V/def2-TZVPD.

Each line ends with the Mulliken charge.
Atoms and positions in Å:
C -0.5300 -1.1158 0.8566  -0.74
C 0.8706 -0.7986 0.2827  0.26
C 0.1670 0.3940 -0.5242  0.01
C 0.0740 1.7354 0.1823  -1.45
C 1.1111 -1.4411 -0.9960  -0.78
C -1.1696 -0.3671 -0.3320  -0.69
H -1.3660 -1.0315 -1.1680  0.34
H -0.7257 -0.5999 1.8035  0.25
H -0.4843 1.6517 1.1200  0.31
H -0.5229 2.3718 -0.4784  0.37
H 2.1063 -1.1373 -1.3725  0.21
H -0.7671 -2.1736 0.9766  0.33
H -2.0337 0.2744 -0.1306  0.36
H 0.5410 0.5514 -1.5445  0.44
H 1.0249 2.2301 0.3781  0.37
H 1.7043 -0.5438 0.9464  0.41

## Properties
* F_max: 0.7 eV Å⁻¹
* relative energy (zero: lowest compared OMol25 entry of this formula, charge and spin): 418.95 kJ/mol
* E_LUMO: 0.53 eV

5.
Below is the molecule C6H10, with properties calculated with wB97M-V/def2-TZVPD.

Each line ends with the Mulliken charge.
Atoms and positions in Å:
C 1.3328 -0.5395 0.4246  -0.48
C 0.0513 -0.5804 -0.3493  -0.35
C -1.0797 0.1509 -0.0849  0.63
C 2.3242 0.5877 0.1540  -1.02
C -2.4253 -0.4715 -0.3485  -1.27
C -0.7730 1.4521 0.3480  -0.72
H -0.0517 -1.3858 -1.0857  0.35
H 2.7870 0.5004 -0.8330  0.30
H 3.1131 0.5628 0.9131  0.31
H 1.0246 -0.4772 1.4734  0.28
H 1.8199 -1.5120 0.2847  0.37
H 1.7785 1.5305 0.2245  0.35
H -2.6605 -0.6075 -1.4081  0.31
H -2.4276 -1.4599 0.1198  0.32
H -1.6027 2.1275 0.0451  0.24
H -3.2108 0.1216 0.1222  0.38

## Properties
* F_max: 0.5 eV Å⁻¹
* relative energy (zero: lowest compared OMol25 entry of this formula, charge and spin): 396.10 kJ/mol
* E_LUMO (alpha / beta): -0.46 / -0.46 eV

6.
Below is the molecule C6H10, with properties calculated with wB97M-V/def2-TZVPD.

Each line ends with the Mulliken charge.
Atoms and positions in Å:
C 0.3878 -1.7481 1.2091  -1.44
C -0.2065 1.5815 -0.5843  -0.26
C 0.4377 2.5442 0.0488  -0.82
C -0.7034 -0.8000 -1.3601  -1.26
C 0.1313 -0.3000 0.8930  -0.20
C -0.1569 0.1337 -0.3280  0.98
H -1.7695 -0.5687 -1.4646  0.29
H 0.6218 0.3429 1.5935  0.17
H 1.0905 2.3202 0.8885  0.22
H -0.5954 -1.8336 -1.0861  0.37
H 1.2035 -2.1637 0.6228  0.36
H 0.2934 3.6064 -0.0705  0.26
H 0.7574 -1.8546 2.2332  0.37
H -0.7613 1.9016 -1.4623  0.28
H -0.3909 -2.5151 1.2458  0.37
H -0.3392 -0.6467 -2.3787  0.33

## Properties
* F_max: 1.9 eV Å⁻¹
* relative energy (zero: lowest compared OMol25 entry of this formula, charge and spin): 124.67 kJ/mol
* E_LUMO: 1.01 eV
* SMILES: C=C/C(C)=C/C

Q: Which total energy values were calculated for the entries above? A: -6379.6419, -6378.2097, -6380.7482, -6379.5174, -6379.7542, -6382.5674, in eV.